A structure of composition C47H59BN11O3Tl. Source: the OMol25 dataset; level of theory: ωB97M-V with the def2-TZVPD basis set.

**Total charge**: +1
**HOMO level (alpha / beta)**: -9.73 / -9.74 eV
**LUMO level (alpha / beta)**: -6.7 / -6.7 eV
**Spin multiplicity**: 2
**Calculated total energy**: -77593.4643 eV
**Kohn-Sham gap (alpha / beta)**: 0.112 / 0.111 Ha
**<S²>**: 0.78

Atoms and positions in Å:
Tl -0.1963 -0.3347 -0.3327
C -0.2646 3.1934 -2.0863
C -0.6967 2.0847 -2.9698
C -1.0160 2.1496 -4.3299
C -1.3690 0.8640 -4.6722
N -1.2691 0.0842 -3.5816
N -0.8597 0.8377 -2.5490
B -1.8262 -1.3422 -3.3599
N -2.9180 -1.2248 -2.2755
C -4.2540 -1.2208 -2.4324
C -4.8370 -1.2261 -1.1858
C -3.7664 -1.2067 -0.2836
C -3.8010 -1.2809 1.1991
N -2.6332 -1.1896 -0.9681
N -0.7713 -2.3833 -2.8987
C -0.3691 -3.4425 -3.6324
C 0.1794 -4.3783 -2.7892
C 0.0796 -3.8129 -1.5114
C 0.4234 -4.4405 -0.2107
N -0.4689 -2.6082 -1.6053
N -2.4031 -1.8821 -4.6671
C -3.3056 -2.8699 -4.8850
C -3.2973 -3.1718 -6.2275
C -2.3180 -2.3246 -6.7830
C -1.8400 -2.2098 -8.1834
N -1.7951 -1.5891 -5.8218
H 0.7749 3.4431 -2.2907
H -0.3580 2.8973 -1.0460
H -0.8786 4.0716 -2.2733
H -0.9985 3.0122 -4.9637
H -1.6690 0.4524 -5.6142
H -4.7070 -1.2155 -3.4013
H -5.8788 -1.2356 -0.9499
H -4.5968 -1.9506 1.5139
H -3.9879 -0.3090 1.6487
H -2.8483 -1.6549 1.5648
H -0.4909 -3.4786 -4.6956
H 0.5870 -5.3327 -3.0481
H 0.4675 -5.5202 -0.3237
H -0.3383 -4.1876 0.5242
H 1.3871 -4.1035 0.1640
H -3.8836 -3.3041 -4.0933
H -3.8847 -3.9037 -6.7426
H -2.0425 -3.1222 -8.7374
H -0.7706 -2.0099 -8.1872
H -2.3352 -1.3789 -8.6852
C -3.0394 2.2071 0.3740
C -2.6504 3.6367 0.7285
C -3.6343 4.1536 1.7963
C -1.2780 3.8549 1.2911
C -0.5331 4.9413 0.8866
C 0.5839 5.3516 1.6068
C 0.8514 4.7866 2.8530
C 0.1299 3.7161 3.3353
C 0.2042 3.3784 4.7983
C -1.1203 3.8751 5.4046
C 0.4522 1.9247 5.2101
C -0.8233 3.0907 2.4359
N -1.1493 1.8437 2.5483
C -1.6859 0.8918 3.2771
O -2.7092 1.0939 3.9246
C -1.0355 -0.4562 3.2111
C -1.4929 -1.4337 4.0897
C -0.8551 -2.6613 4.1060
C 0.2352 -2.8561 3.2776
C 0.6316 -1.8250 2.4251
N -0.0043 -0.6583 2.3978
C 1.9158 -2.0554 1.6634
O 2.5665 -3.0584 1.9274
N 2.3142 -1.2285 0.6784
C 3.6316 -0.9835 0.5090
C 4.3036 -1.2563 -0.7301
C 5.6710 -1.4976 -0.6783
C 6.4003 -1.4255 0.4948
C 5.7840 -0.9598 1.6467
C 4.4419 -0.6403 1.6536
C 3.9557 0.1253 2.8670
C 2.9855 1.2480 2.5023
C 3.4182 -0.7550 4.0047
C 3.6942 -1.4936 -2.0880
C 3.4666 -3.0051 -2.2497
C 2.4560 -0.6989 -2.4674
H -3.9957 2.2329 -0.1414
H -3.1564 1.6174 1.2740
H -2.3068 1.7274 -0.2708
H -2.7449 4.2589 -0.1659
H -3.5944 3.5167 2.6767
H -4.6462 4.1286 1.4015
H -3.3980 5.1727 2.0905
H -0.8268 5.4972 0.0095
H 1.1809 6.1791 1.2571
H 1.6132 5.2355 3.4748
H 1.0172 3.9812 5.2158
H -1.9510 3.2575 5.0684
H -1.3096 4.9074 5.1178
H -1.0657 3.8259 6.4883
H -0.4691 1.3537 5.2379
H 0.8703 1.9164 6.2135
H 1.1510 1.4358 4.5401
H -2.3323 -1.2062 4.7271
H -1.1914 -3.4453 4.7648
H 0.7970 -3.7763 3.2781
H 6.1853 -1.7702 -1.5902
H 7.4527 -1.6633 0.4982
H 6.3601 -0.8088 2.5495
H 4.8576 0.6147 3.2575
H 2.0159 0.8718 2.1819
H 3.4199 1.8564 1.7112
H 2.8519 1.8888 3.3701
H 2.3700 -1.0033 3.8676
H 3.5172 -0.2291 4.9512
H 3.9853 -1.6791 4.0683
H 4.4716 -1.2079 -2.8070
H 3.2260 -3.2428 -3.2823
H 4.3626 -3.5551 -1.9732
H 2.6513 -3.3400 -1.6172
H 1.5872 -1.0391 -1.9145
H 2.2428 -0.8477 -3.5222
H 2.5893 0.3651 -2.3043
O 1.8437 1.7638 -0.5407
H 2.6594 1.3268 -0.2821
H 1.6697 2.4629 0.0939

A cluster of 5 separate species, C45H51Cl2I3N9O14P2S in total. Source: the OMol25 dataset; level of theory: ωB97M-V with the def2-TZVPD basis set.

**Total charge**: +1
**HOMO level**: -10.50 eV
**LUMO level**: -2.9 eV
**Calculated total energy**: -168305.9239 eV
**Kohn-Sham gap**: 0.278 Ha

Atoms and positions in Å:
C 0.9900 -6.3820 3.2619
C 0.4178 -6.5305 1.8675
I 0.4146 -8.6311 1.3909
C -0.0527 -5.5397 1.0690
I -0.9251 -6.4038 -0.7237
C 0.0327 -4.0342 1.4484
N -0.2957 -3.8720 2.8885
C -1.2210 -4.5454 3.3258
O -2.1096 -5.2383 3.6397
C -1.1177 -3.1162 0.8185
N -2.2456 -3.8663 0.3044
P -2.0068 -1.8724 2.0483
O -3.3742 -2.6902 2.4877
Cl -2.8106 -0.3319 0.8323
O -0.7289 -2.2261 -0.1946
C 0.3619 -1.3392 0.0700
C 0.8468 -0.8086 -1.2972
C 1.4305 -1.9103 1.0633
Cl 1.0647 -1.0965 2.6619
C 2.8161 -1.2760 0.7504
C 2.8679 0.2909 0.9319
C 3.7047 0.7676 2.1527
C 2.9261 1.6725 3.1286
C 3.9653 2.2554 4.1528
C 4.3900 3.6900 3.7625
C 3.4729 4.7203 4.4838
S 2.6534 5.7385 3.2036
C 0.9455 5.3081 3.1590
N 0.4045 4.9696 2.0502
N -0.9086 4.7237 2.3628
C -1.0858 4.9162 3.5892
O 0.1061 5.2889 4.1982
N 1.4210 -3.4314 1.1714
C 2.5187 -3.9741 2.0225
C 2.8139 -3.4861 3.4563
O 2.1125 -3.4313 4.3953
I 4.8829 -2.8801 3.8956
P 2.1826 -3.9341 -0.5329
C 1.0114 -3.9929 -1.9166
O 2.6097 -5.5434 -0.4128
H 0.3144 -6.8892 3.9666
H 1.1905 -5.3927 3.6569
H 1.9243 -6.9605 3.3193
H -2.6679 -4.4836 0.9872
H -2.9388 -3.2202 -0.0577
H -3.9422 -2.0788 2.9753
H -0.0612 -0.4410 0.5353
H 1.7449 -1.2683 -1.7093
H 0.0384 -0.9254 -2.0151
H 1.0515 0.2648 -1.2186
H 3.6091 -1.6223 1.4252
H 3.2064 -1.4449 -0.2510
H 3.4229 0.6843 0.0670
H 1.8884 0.7695 0.8672
H 4.1210 -0.0528 2.7480
H 4.5574 1.3670 1.8067
H 2.4096 2.5013 2.6271
H 2.1886 1.1323 3.7326
H 4.8351 1.5826 4.1416
H 3.5660 2.1897 5.1733
H 4.3289 3.7483 2.6703
H 5.4433 3.8123 4.0435
H 4.0939 5.3622 5.1118
H 2.7246 4.1931 5.0785
H -2.0439 4.8063 4.0712
H 3.4638 -3.7645 1.5004
H 2.5630 -5.0659 2.0608
H -0.0638 -3.9024 -1.7561
H 1.3023 -3.1937 -2.6096
H 1.1536 -4.9105 -2.5028
H 3.5728 -5.4981 -0.5022
C -0.7981 8.4014 3.9975
C -1.1792 9.3552 4.9323
C -1.3240 10.6805 4.5542
C -1.0886 11.0353 3.2382
C -0.7020 10.0986 2.2969
C -0.5565 8.7755 2.6814
N -1.2647 12.4360 2.8288
O -1.5861 13.2361 3.6828
O -1.0815 12.7086 1.6604
H -0.6917 7.3642 4.2795
H -1.3666 9.0645 5.9575
H -1.6204 11.4186 5.2854
H -0.5157 10.3838 1.2716
H -0.2576 8.0320 1.9530
C -3.4884 -2.5925 -6.3056
C -3.1592 -1.4680 -5.5594
C -1.8862 -1.3357 -5.0304
C -0.9544 -2.3349 -5.2610
C -1.2718 -3.4641 -5.9977
C -2.5469 -3.5903 -6.5206
N 0.3991 -2.1906 -4.7232
O 0.6483 -1.1992 -4.0582
O 1.2055 -3.0679 -4.9638
H -4.4829 -2.6920 -6.7228
H -3.8952 -0.6931 -5.3928
H -1.6343 -0.4593 -4.4504
H -0.5420 -4.2420 -6.1700
H -2.8094 -4.4653 -7.0992
C -8.8187 -4.2711 -2.5874
C -9.0975 -4.2960 -3.9471
C -8.1112 -4.6562 -4.8511
C -6.8544 -4.9920 -4.3787
C -6.5604 -4.9646 -3.0266
C -7.5502 -4.6011 -2.1282
N -5.8141 -5.3975 -5.3319
O -6.0956 -5.3924 -6.5128
O -4.7295 -5.7164 -4.8860
H -9.5927 -3.9947 -1.8830
H -10.0857 -4.0375 -4.3024
H -8.3325 -4.6746 -5.9086
H -5.5755 -5.2240 -2.6654
H -7.3351 -4.5783 -1.0683
C 3.9218 2.9586 -4.9975
C 5.0247 3.1370 -4.1730
C 4.8516 3.2952 -2.8074
C 3.5709 3.2683 -2.2833
C 2.4620 3.0986 -3.0939
C 2.6418 2.9436 -4.4589
N 3.3847 3.4110 -0.8348
O 4.3715 3.5761 -0.1441
O 2.2536 3.3497 -0.3950
H 4.0602 2.8303 -6.0634
H 6.0203 3.1501 -4.5951
H 5.7123 3.4342 -2.1692
H 1.4646 3.0841 -2.6779
H 1.7842 2.8079 -5.1038

A structure of composition CH4NO2Si. Source: the OMol25 dataset; level of theory: ωB97M-V with the def2-TZVPD basis set.

**Total charge**: -1
**HOMO level**: -2.80 eV
**LUMO level**: 4.3 eV
**Calculated total energy**: -14565.5281 eV
**Kohn-Sham gap**: 0.261 Ha

Atoms and positions in Å:
C -1.5927 0.9654 -0.4092
N 0.9443 -0.6689 1.0499
O -2.0455 0.5625 0.6600
O -1.9923 1.6058 -1.3448
Si 0.7038 0.1074 -0.4575
H 1.4905 -1.5263 1.1467
H 0.1057 -0.7606 1.4948
H 0.3548 -0.9697 -1.3438
H 2.0313 0.6844 -0.7961

A structure of composition C27H38ClN4O8Ru. Source: the OMol25 dataset; level of theory: ωB97M-V with the def2-TZVPD basis set.

**Total charge**: 0
**HOMO level (alpha / beta)**: -5.20 / -7.80 eV
**LUMO level (alpha / beta)**: -1.0 / -2.7 eV
**Spin multiplicity**: 6
**Calculated total energy**: -66049.7162 eV
**Kohn-Sham gap (alpha / beta)**: 0.155 / 0.186 Ha
**<S²>**: 8.83

Atoms and positions in Å:
O 2.8342 -1.9352 -1.4407
C 3.0581 -1.6450 -0.2927
C 3.1173 -2.4508 0.9406
C 2.1101 -2.8876 1.8239
H 1.1280 -2.4230 1.7923
C 2.4099 -3.9246 2.7127
H 1.6084 -4.3560 3.3396
C 3.7177 -4.4340 2.7769
H 3.9032 -5.3395 3.3669
C 4.7578 -3.7778 2.0807
H 5.7854 -4.1572 2.1508
C 4.4476 -2.7051 1.2637
H 5.2130 -2.0940 0.7710
H 3.3899 -0.5978 -0.1180
C 2.9178 1.7224 0.8303
C 1.7246 1.1703 1.4286
H 3.8068 1.4094 1.3922
H 2.8511 2.8074 0.7237
H 3.0506 1.3343 -0.1822
C 1.5229 0.5743 2.6699
C 2.0705 1.3747 3.8291
H 1.3406 -0.4973 2.8334
H 3.1291 1.1454 4.0106
H 1.4761 1.2225 4.7306
H 1.9943 2.4185 3.5159
Ru -0.0686 1.1759 1.1858
Cl 0.1277 3.4778 1.4620
C -3.0073 1.6776 0.9239
O -2.0540 1.5002 0.1237
N -4.2622 1.9178 0.4892
C -4.4770 2.3251 -0.8987
C -5.2283 2.3094 1.4979
H -2.8804 1.6323 2.0218
H -3.5872 2.0604 -1.4752
H -4.6674 3.4065 -0.9509
H -5.3551 1.7979 -1.2874
H -4.9795 1.7757 2.4229
H -6.2372 2.0377 1.1893
H -5.1868 3.3917 1.6849
H 1.2589 -5.2566 -1.9465
H -1.2768 -5.0987 -1.8500
C 1.1786 -4.3450 -1.3382
C -1.2552 -4.0330 -1.5767
N 0.0767 -3.5233 -1.7905
H 2.0943 -3.7711 -1.4465
C 0.2872 -2.3197 -2.3890
O -0.4395 -1.3134 -2.2908
H -1.9861 -3.4773 -2.1789
H 1.2253 -2.2879 -2.9717
H 1.0373 -4.6236 -0.2844
H -1.5149 -3.9551 -0.5078
H 0.2210 3.8013 -3.7828
H 1.3234 1.7131 -5.0111
C 0.9648 3.6019 -2.9954
C 1.9669 1.6436 -4.1292
N 1.2962 2.1796 -2.9652
H 0.5808 3.9269 -2.0270
C 1.0328 1.4058 -1.8999
O 0.5639 1.8896 -0.8326
H 2.2195 0.5983 -3.9489
H 1.2631 0.3335 -2.0155
H 1.8638 4.1804 -3.2607
H 2.8807 2.2102 -4.3332
O -0.7115 -2.6425 0.9627
C -1.3627 -1.6247 1.1847
O -0.8545 -0.5305 1.7137
C -2.8483 -1.6023 0.8921
C -3.2063 -1.3649 -0.4430
C -4.5428 -1.2725 -0.8027
C -5.5099 -1.3265 0.2214
C -5.1718 -1.7118 1.5308
C -3.8277 -1.8327 1.8698
N -6.6937 -0.5658 0.0346
O -6.8634 0.0094 -1.0693
O -7.4700 -0.4403 1.0109
H -2.4141 -1.2710 -1.1928
H -4.8536 -1.0823 -1.8255
H -5.9780 -1.8324 2.2540
H -3.5365 -2.1110 2.8853

A structure of composition C22H16Cl5IN6O3Tb. Source: the OMol25 dataset; level of theory: ωB97M-V with the def2-TZVPD basis set.

**Total charge**: +1
**HOMO level (alpha / beta)**: -10.63 / -10.65 eV
**LUMO level (alpha / beta)**: -3.3 / -3.3 eV
**Spin multiplicity**: 7
**Calculated total energy**: -131299.9609 eV
**Kohn-Sham gap (alpha / beta)**: 0.269 / 0.271 Ha
**<S²>**: 12.51

Atoms and positions in Å:
Tb -0.1993 -1.4345 -0.7366
C -1.0243 1.3886 -4.0948
C -1.0706 2.0987 -2.7837
N -1.0054 3.3994 -2.7501
C -1.0056 4.0452 -1.5811
C -1.0997 3.4134 -0.3644
C -1.0898 4.1928 0.9274
O -0.0324 3.7985 1.8021
C -1.1574 1.9926 -0.3441
C -1.2792 1.3142 0.8991
N -0.9827 0.0619 1.1071
C -0.9987 -0.4049 2.4279
C -0.5815 0.4139 3.4886
C -0.5320 -0.0586 4.7846
C -0.9055 -1.3615 5.0700
C -1.3230 -2.1981 4.0496
C -1.3500 -1.7204 2.7520
I -1.9466 -3.0701 1.1650
C -1.1378 1.2954 -1.5916
O -1.2398 0.0149 -1.6863
H -1.1003 2.1014 -4.9096
H -1.8363 0.6638 -4.1490
H -0.0856 0.8367 -4.1754
H -0.9344 5.1212 -1.6578
H -2.0277 4.0269 1.4698
H -1.0209 5.2577 0.7002
H 0.7024 4.4019 1.6645
H -1.6545 1.9040 1.7354
H -0.2794 1.4318 3.2793
H -0.2063 0.6022 5.5740
H -0.8726 -1.7295 6.0798
H -1.6238 -3.2134 4.2511
Cl 1.0055 -4.1967 -7.3393
C 0.4443 -3.7725 -5.7752
C 1.1320 -2.8301 -5.0135
Cl 2.5017 -2.0264 -5.6580
C 0.6924 -2.5465 -3.7271
Cl 1.5086 -1.3621 -2.7522
C -0.3971 -3.2095 -3.1256
O -0.7071 -3.0210 -1.8804
C -1.1094 -4.1099 -3.9530
Cl -2.4889 -4.8716 -3.2758
C -0.6984 -4.3874 -5.2491
Cl -1.5764 -5.5001 -6.2052
N 2.6437 1.5210 3.2096
C 3.2371 0.3281 3.3614
N 4.1180 0.1559 4.3465
N 2.9953 -0.7073 2.5946
C 2.2490 -0.9009 1.6041
N 1.6059 -1.2558 0.6937
H 2.8695 2.2913 3.8193
H 2.0038 1.6896 2.4504
H 4.3304 0.8745 5.0143
H 4.5422 -0.7496 4.4558